[1]
C7H11NO | ωB97M-V/def2-TZVPD

Structure (XYZ):
```
20
Properties=species:S:1:pos:R:3:nbo_charge:R:1
C -3.802 0.280 0.644 -0.39
C -2.921 -0.544 0.104 -0.23
C -1.556 -0.075 -0.304 -0.09
C 1.521 -1.065 1.348 -0.47
C 2.246 -1.195 -0.029 -0.50
C 1.435 -0.093 0.194 0.22
C 1.509 1.366 0.104 -0.67
N -0.584 -0.818 -0.612 0.10
O -0.409 -2.029 -0.828 -0.46
H -4.771 -0.118 0.843 0.20
H -3.588 1.301 0.915 0.20
H -3.020 -1.648 -0.214 0.23
H -1.401 0.972 -0.298 0.18
H 0.552 -1.507 1.507 0.24
H 2.062 -0.740 2.350 0.22
H 3.419 -1.291 -0.128 0.25
H 1.738 -1.950 -0.641 0.28
H 1.919 1.835 1.091 0.23
H 0.551 1.705 -0.100 0.23
H 2.173 1.639 -0.758 0.22
```

strongest force on any atom	3.76	eV Å⁻¹
spin multiplicity	1
molar mass	125.2	g/mol
highest occupied orbital energy (spin up / spin down)	-8.3 / -7.8	eV
electronic energy	-403.0685	Ha

---

[2]
C4H13NP | ωB97M-V/def2-TZVPD

Structure (XYZ):
```
19
Properties=species:S:1:pos:R:3:nbo_charge:R:1
C 1.682 0.135 1.536 -0.70
C 0.532 -1.897 -1.368 -0.70
C 0.278 0.069 1.140 -0.04
C 0.806 -0.384 -1.296 -0.42
N -0.570 1.304 1.142 -0.75
P -0.335 0.807 -1.891 0.34
H 1.630 0.260 2.613 0.24
H 2.336 0.964 1.080 0.23
H 2.093 -0.908 1.252 0.26
H -0.532 -2.044 -1.633 0.22
H 0.737 -2.448 -0.429 0.23
H 1.091 -2.557 -2.076 0.27
H -0.258 -0.898 1.080 0.24
H 1.794 0.019 -0.977 0.23
H 0.064 2.067 1.286 0.43
H -1.377 1.265 1.843 0.46
H -0.847 1.349 0.146 0.43
H -0.638 0.279 -3.040 0.02
H 0.608 1.749 -2.304 0.02
```

strongest force on any atom	3.10	eV Å⁻¹
spin multiplicity	1
molar mass	106.1	g/mol
highest occupied orbital energy (spin up / spin down)	-12.5 / -11.8	eV
electronic energy	-555.9041	Ha
charge	+1

---

[3]
C4H12 | ωB97M-V/def2-TZVPD

Structure (XYZ):
```
16
Properties=species:S:1:pos:R:3:nbo_charge:R:1
C 0.153 1.626 0.433 -0.61
C 0.786 2.982 0.165 -0.61
H 0.673 1.064 1.267 0.20
H -0.900 1.675 0.709 0.20
H 0.272 0.955 -0.403 0.20
H 0.940 3.553 1.075 0.20
H 1.770 2.776 -0.273 0.20
H 0.308 3.633 -0.541 0.21
C -0.071 -1.859 -0.754 -0.62
C -0.977 -2.648 0.169 -0.61
H 0.254 -2.501 -1.587 0.20
H -0.437 -0.973 -1.270 0.20
H 0.874 -1.525 -0.313 0.21
H -1.392 -2.144 1.046 0.21
H -0.401 -3.505 0.551 0.20
H -1.853 -3.108 -0.274 0.21
```

strongest force on any atom	1.30	eV Å⁻¹
spin multiplicity	1
SMILES	CC.CC
molar mass	60.1	g/mol
highest occupied orbital energy	-11.6	eV
electronic energy	-159.5745	Ha

---

[4]
C36H39N3O7P2S | ωB97M-V/def2-TZVPD

Structure (XYZ):
```
88
Properties=species:S:1:pos:R:3:mulliken_charge:R:1
H -1.440 -2.125 -0.395 0.30
N -0.961 -1.642 -1.153 -0.68
C -1.772 -0.943 -1.820 -0.43
C -1.294 -0.173 -3.011 0.51
P -1.423 1.664 -3.038 0.48
N -2.947 2.394 -3.323 -0.59
N -0.056 2.623 -2.644 -0.71
S -1.740 1.826 -0.768 -0.49
C -1.093 1.758 -4.935 -1.04
C 0.006 0.885 -5.582 -0.60
P -0.387 -0.441 -6.747 0.72
O 0.642 -0.619 -7.777 -0.79
O -1.801 -0.099 -7.410 -0.39
C -3.079 -0.434 -6.856 0.20
C -3.616 -1.750 -7.407 -1.25
O -0.631 -1.708 -5.811 -0.11
C -0.562 -3.026 -6.411 -0.31
C -1.335 -4.016 -5.547 -1.12
H -2.842 -0.916 -1.598 0.52
H -0.236 -0.426 -3.117 0.37
H -1.826 -0.514 -3.895 -0.44
H -3.631 1.716 -3.644 0.27
H -3.290 2.819 -2.471 0.33
H -0.302 3.605 -2.723 0.26
H 0.714 2.436 -3.280 0.32
H -3.031 1.475 -0.647 0.06
H -0.805 2.799 -5.093 0.52
H -2.040 1.652 -5.461 0.45
H 0.611 1.506 -6.253 0.28
H 0.700 0.474 -4.845 0.40
H -3.737 0.394 -7.124 0.46
H -3.030 -0.461 -5.769 -0.04
H -4.671 -1.647 -7.664 0.39
H -3.067 -2.035 -8.305 0.30
H -3.536 -2.558 -6.679 0.21
H 0.493 -3.290 -6.482 0.42
H -0.948 -2.981 -7.432 0.34
H -2.167 -4.460 -6.096 0.33
H -0.694 -4.817 -5.184 0.33
H -1.759 -3.498 -4.685 0.23
O -4.134 -1.116 2.285 -0.69
C -3.835 -0.893 3.440 0.49
C -4.749 -1.271 4.558 0.18
C -5.948 -1.907 4.261 -0.52
C -6.801 -2.286 5.282 -0.49
C -6.461 -2.034 6.607 -0.47
C -5.271 -1.393 6.908 -0.55
C -4.413 -1.007 5.887 0.17
C -3.142 -0.305 6.239 0.59
O -2.875 -0.040 7.392 -0.66
C -2.219 0.051 5.125 0.40
C -1.013 0.673 5.422 -0.78
C -0.134 0.998 4.402 -0.47
C -0.454 0.703 3.082 -0.81
C -1.655 0.086 2.781 -0.57
C -2.544 -0.240 3.797 0.21
H -6.195 -2.098 3.226 0.47
H -7.734 -2.783 5.049 0.39
H -7.126 -2.337 7.404 0.40
H -4.992 -1.184 7.931 0.47
H -0.778 0.892 6.454 0.48
H 0.809 1.480 4.627 0.53
H 0.234 0.956 2.287 0.61
H -1.913 -0.140 1.755 0.61
O 3.569 2.178 3.088 -0.68
C 4.705 1.755 3.067 0.61
C 5.167 0.850 1.975 0.24
C 4.277 0.513 0.963 -0.76
C 4.687 -0.312 -0.070 -0.55
C 5.988 -0.801 -0.098 -0.51
C 6.877 -0.475 0.912 -0.61
C 6.469 0.348 1.954 0.37
C 7.438 0.671 3.041 0.54
O 8.555 0.202 3.047 -0.66
C 6.982 1.594 4.122 0.20
C 7.873 1.937 5.132 -0.60
C 7.478 2.805 6.135 -0.47
C 6.193 3.336 6.135 -0.51
C 5.299 2.992 5.136 -0.57
C 5.689 2.119 4.128 0.21
H 3.269 0.903 0.998 0.63
H 3.991 -0.576 -0.856 0.49
H 6.308 -1.441 -0.910 0.38
H 7.890 -0.852 0.909 0.48
H 8.869 1.517 5.115 0.48
H 8.173 3.073 6.920 0.40
H 5.889 4.018 6.918 0.40
H 4.295 3.392 5.122 0.48
```

strongest force on any atom	0.75	eV Å⁻¹
spin multiplicity	1
SMILES	[H]/N=C/CP(N)(N)(S)CCP(=O)(OCC)OCC.O=C1c2ccccc2C(=O)c2ccccc21.O=C1c2ccccc2C(=O)c2ccccc21
molar mass	719.7	g/mol
highest occupied orbital energy	-8.7	eV
electronic energy	-3167.1748	Ha

---

[5]
C9H28CdCl2N5O6P2SbSe4 | ωB97M-V/def2-TZVPD

Structure (XYZ):
```
58
Properties=species:S:1:pos:R:3:nbo_charge:R:1
Cd -0.009 0.800 -0.452 1.59
N -0.878 0.218 -2.477 -0.98
C -1.715 -0.967 -2.586 -0.22
C -2.719 -1.057 -1.446 -0.24
N -2.136 -1.056 -0.101 -0.47
C -3.035 -0.447 0.879 -0.23
C -2.266 0.163 2.036 -0.23
N -1.476 1.283 1.549 -0.90
C -1.778 -2.398 0.360 -0.22
C -0.729 -3.093 -0.485 -0.22
N 0.374 -2.175 -0.725 -0.86
H -1.323 1.083 -2.825 0.44
H -0.054 0.144 -3.071 0.40
H -1.070 -1.839 -2.619 0.19
H -2.297 -0.953 -3.517 0.18
H -3.349 -1.952 -1.594 0.16
H -3.373 -0.186 -1.516 0.23
H -3.774 -1.179 1.246 0.16
H -3.593 0.351 0.382 0.22
H -1.572 -0.557 2.475 0.20
H -2.987 0.435 2.820 0.17
H -0.681 1.490 2.142 0.41
H -2.021 2.128 1.405 0.39
H -2.685 -3.030 0.392 0.16
H -1.401 -2.323 1.382 0.21
H -1.161 -3.408 -1.438 0.17
H -0.440 -4.010 0.051 0.17
H 1.096 -2.553 -1.329 0.38
H 0.830 -1.989 0.166 0.38
N 4.252 -2.126 1.820 -0.75
C 3.642 -0.756 1.593 -0.63
C 4.518 0.319 2.230 -0.64
P 3.627 -0.623 -0.314 2.37
O 4.870 0.356 -0.616 -1.02
O 4.037 -2.034 -0.699 -1.16
O 2.417 0.064 -0.809 -1.16
P 1.967 -0.890 2.418 2.38
O 2.242 -0.391 3.936 -1.01
O 1.731 -2.370 2.466 -1.17
O 1.023 0.076 1.790 -1.19
H 5.114 -2.071 2.355 0.40
H 4.372 -2.432 0.806 0.48
H 3.534 -2.696 2.283 0.46
H 5.513 0.336 1.782 0.22
H 4.586 0.176 3.311 0.21
H 4.076 1.298 2.043 0.25
H 4.514 1.175 -0.968 0.52
H 2.000 0.531 4.006 0.50
Cl -5.704 2.479 -2.071 -0.14
C -4.136 3.397 -1.987 -0.40
Cl -2.962 2.630 -0.955 -0.02
H -4.313 4.391 -1.586 0.25
H -3.693 3.435 -2.981 0.28
Se -1.830 6.120 -1.087 -0.91
Sb -0.261 4.629 -2.265 1.11
Se 0.833 3.155 -0.451 -1.04
Se -1.428 3.173 -3.915 -0.94
Se 1.679 5.726 -3.240 -0.86
```

strongest force on any atom	0.68	eV Å⁻¹
spin multiplicity	1
molar mass	985.2	g/mol
highest occupied orbital energy	-0.9	eV
electronic energy	-12702.1862	Ha
charge	-2

---

[6]
C3H6OS2 | ωB97M-V/def2-TZVPD

Structure (XYZ):
```
12
Properties=species:S:1:pos:R:3:nbo_charge:R:1
C -1.694 -0.787 0.228 -0.73
S -0.008 -1.320 -0.729 0.24
C 1.307 -0.465 0.089 -0.36
S 2.780 -0.885 -0.159 0.13
C 0.795 0.842 0.421 -0.13
O 0.388 1.359 -1.017 -0.77
H -1.944 -1.260 1.344 0.23
H -1.564 0.397 0.271 0.24
H -2.366 -1.380 -0.524 0.24
H 1.473 1.357 1.018 0.20
H -0.171 1.001 0.976 0.21
H 1.002 1.140 -1.919 0.50
```

strongest force on any atom	4.90	eV Å⁻¹
spin multiplicity	1
SMILES	CSC(=S)CO
molar mass	122.2	g/mol
highest occupied orbital energy	-8.7	eV
electronic energy	-989.3748	Ha

---

[7]
C9H15BO2 | ωB97M-V/def2-TZVPD

Structure (XYZ):
```
27
Properties=species:S:1:pos:R:3:nbo_charge:R:1
C 2.703 -2.872 1.200 -0.26
C 2.803 -1.763 0.751 0.00
C 2.981 -0.500 0.022 -0.48
C 2.020 -0.421 -1.190 -0.37
C 1.588 1.021 -1.508 -0.79
B 0.286 1.541 -0.791 0.72
C -0.309 0.828 0.471 -0.81
C -1.722 1.289 0.907 -0.37
C -2.651 0.087 1.208 -0.51
C -3.253 -0.455 -0.055 0.80
O -2.591 -0.798 -1.004 -0.61
O -4.599 -0.536 -0.062 -0.68
H 2.579 -3.865 1.557 0.23
H 4.011 -0.455 -0.331 0.23
H 2.808 0.331 0.709 0.22
H 1.181 -1.098 -1.046 0.21
H 2.578 -0.804 -2.048 0.20
H 1.422 1.107 -2.588 0.24
H 2.421 1.702 -1.293 0.24
H -0.221 2.532 -1.236 -0.09
H -0.294 -0.250 0.310 0.25
H 0.386 1.062 1.290 0.25
H -2.181 1.921 0.148 0.21
H -1.671 1.860 1.834 0.21
H -2.047 -0.721 1.625 0.24
H -3.405 0.335 1.953 0.23
H -4.824 -1.079 -0.833 0.49
```

strongest force on any atom	0.96	eV Å⁻¹
spin multiplicity	1
SMILES	C#CCCCBCCCC(=O)O
molar mass	166.0	g/mol
highest occupied orbital energy	-9.9	eV
electronic energy	-527.1975	Ha

---

[8]
C21H67N17O12 | ωB97M-V/def2-TZVPD

Structure (XYZ):
```
117
Properties=species:S:1:pos:R:3:mulliken_charge:R:1
C 2.062 -3.103 4.815 -0.74
O 2.655 -2.167 4.055 -0.25
C 2.548 -0.837 4.390 -0.26
C 3.734 -0.048 3.853 -0.09
C 3.530 1.391 4.338 -1.21
N 3.822 -0.005 2.368 -0.41
H 2.506 -4.136 4.636 0.24
H 0.969 -3.163 4.567 0.25
H 2.197 -2.953 5.932 0.33
H 1.630 -0.417 3.957 -0.14
H 2.483 -0.750 5.520 0.57
H 4.635 -0.461 4.243 0.52
H 2.671 1.789 3.783 0.15
H 4.439 2.064 4.122 0.27
H 3.279 1.395 5.434 0.40
H 4.049 -0.924 2.035 0.38
H 2.893 0.200 2.061 -0.24
C -4.578 0.118 0.859 -0.12
O -4.977 1.222 0.054 -0.43
C -4.164 2.360 0.121 -0.26
C -4.375 3.189 -1.078 0.53
C -4.035 2.382 -2.304 -1.28
N -3.426 4.340 -0.927 -0.58
H -5.473 -0.507 1.065 0.22
H -4.351 0.543 1.835 0.31
H -3.782 -0.453 0.415 -0.24
H -4.320 2.924 1.055 0.36
H -3.094 1.996 0.084 -0.20
H -5.366 3.654 -1.124 0.43
H -3.074 1.948 -2.115 0.05
H -3.899 2.978 -3.137 0.51
H -4.775 1.578 -2.403 0.32
H -3.906 5.134 -0.494 0.28
H -2.678 4.080 -0.280 0.11
C -4.015 -2.065 -2.396 -0.43
O -2.692 -2.595 -2.438 -0.37
C -1.790 -1.576 -2.997 -0.70
C -0.333 -2.123 -2.858 1.84
C 0.626 -1.548 -3.930 -1.18
N -0.192 -3.609 -2.932 -0.65
H -4.213 -1.281 -3.205 0.29
H -4.184 -1.427 -1.520 0.01
H -4.720 -2.882 -2.475 0.27
H -1.964 -1.383 -4.071 0.35
H -1.840 -0.687 -2.336 0.18
H 0.004 -1.912 -1.845 -0.90
H 1.612 -1.565 -3.520 0.11
H 0.557 -0.469 -4.120 0.26
H 0.571 -2.083 -4.902 0.43
H -1.091 -3.986 -2.679 0.19
H -0.126 -3.988 -3.926 0.27
N 3.504 -1.905 -0.911 0.13
C 4.107 -1.329 -1.967 0.27
N 4.706 -2.124 -2.917 -0.38
O 4.054 -0.090 -2.040 -0.79
H 2.988 -1.338 -0.251 -0.58
H 3.185 -2.821 -1.065 0.36
H 4.702 -3.134 -2.860 0.19
H 5.178 -1.711 -3.741 0.25
N -4.768 -3.853 0.623 -0.38
C -3.700 -3.177 1.185 0.51
N -2.464 -3.497 0.579 -0.19
O -3.755 -2.623 2.289 -0.68
H -5.679 -3.467 0.856 0.26
H -4.688 -4.462 -0.209 0.22
H -1.640 -2.939 0.796 0.26
H -2.613 -3.590 -0.419 0.11
N -0.611 3.786 -4.779 -0.53
C -0.207 3.711 -3.410 0.46
N -0.995 4.314 -2.481 -0.19
O 0.646 2.829 -3.218 -0.70
H -1.507 4.160 -5.015 0.22
H -0.270 2.999 -5.342 0.23
H -1.992 4.509 -2.614 0.30
H -0.862 4.131 -1.492 0.14
N -2.272 -0.982 4.156 -0.46
C -1.840 0.267 3.728 0.37
N -1.615 1.175 4.721 -0.52
O -1.789 0.519 2.529 -0.63
H -2.812 -0.842 4.964 0.25
H -2.696 -1.554 3.363 0.28
H -1.186 0.800 5.566 0.23
H -1.269 2.053 4.366 0.30
N 5.464 2.329 -0.365 -0.53
C 4.257 3.017 -0.573 0.62
N 3.721 2.724 -1.797 -0.38
O 3.741 3.865 0.160 -0.75
H 5.470 1.641 -1.082 0.23
H 5.755 1.917 0.580 0.33
H 4.022 1.876 -2.266 0.29
H 2.946 3.297 -2.058 0.17
N 0.918 5.272 0.245 -0.35
C 0.457 4.063 0.540 0.40
N 1.253 3.253 1.237 -0.16
O -0.730 3.777 0.262 -0.71
H 0.342 5.742 -0.392 0.26
H 1.898 5.537 0.380 0.24
H 0.996 2.292 1.178 -0.09
H 2.221 3.488 1.180 0.41
N -0.355 0.681 -0.023 1.53
C 0.958 0.483 -0.195 -0.70
N 1.532 0.944 -1.250 0.38
O 1.595 -0.354 0.508 0.51
H -0.804 0.542 0.932 0.10
H -0.674 1.542 -0.451 -0.41
H 1.142 1.751 -1.820 0.05
H 2.514 0.730 -1.391 0.06
O 2.061 -4.453 -1.352 -0.61
C 1.565 -4.852 -0.090 -0.91
C 1.368 -3.696 0.942 -0.02
O 0.263 -2.862 0.597 -0.19
H 1.243 -4.342 -1.888 0.37
H 0.606 -5.334 -0.239 0.43
H 2.372 -5.544 0.391 0.29
H 2.338 -3.202 1.050 0.12
H 1.058 -4.203 1.859 0.26
H 0.605 -1.918 0.616 -0.34
```

strongest force on any atom	4.29	eV Å⁻¹
spin multiplicity	1
SMILES	COC[C@H](C)N.COC[C@H](C)N.COC[C@H](C)N.NC(N)=O.NC(N)=O.NC(N)=O.NC(N)=O.NC(N)=O.NC(N)=O.NC(N)=O.OCCO
molar mass	749.9	g/mol
highest occupied orbital energy	-8.9	eV
electronic energy	-2674.3028	Ha

---

What is the electronic energy in the eighth record?
-2674.3028 Ha